No. 1
A molecular structure, C34H42N4P2Ti at a distorted geometry. Source: OMol25; level of theory: the ωB97M-V functional and the def2-TZVPD basis.

Geometry (Å):
Ti -0.7173 1.1599 -1.8972
C -1.6530 1.5454 -3.6246
C -1.5246 0.1408 -3.3938
C -0.5317 -0.7559 -4.1048
C 0.8903 -0.1323 -4.2426
C 1.2868 0.6188 -3.0163
C 0.9748 1.9279 -2.6191
C 0.3975 2.9927 -3.4757
C -0.7104 2.4395 -4.3894
C 1.3139 0.6405 1.5197
H -2.6037 2.0251 -3.3946
H -2.3665 -0.4107 -2.9645
H -0.9140 -0.9887 -5.1108
H -0.4371 -1.7236 -3.5745
H 1.5839 -0.9838 -4.3744
H 0.9929 0.4563 -5.1686
H 2.1719 0.1732 -2.5622
H 1.3247 2.2502 -1.6358
H 1.2118 3.4400 -4.0620
H -0.0086 3.7950 -2.8403
H -1.3040 3.2870 -4.7643
H -0.3048 1.9124 -5.2612
H 0.3099 1.0014 1.2368
H 2.0083 1.4982 1.6142
H 1.2768 0.0824 2.4762
P 1.9260 -0.4485 0.2349
P -0.7753 -2.3708 1.3430
N 3.1907 0.5491 -0.4776
N 2.8560 -1.6050 1.0178
N -2.1485 1.9556 -0.6709
N -2.3420 -2.9668 1.2322
C 0.7940 -1.4047 -0.8802
C -0.1552 -2.5675 -0.3631
C 3.2010 1.9502 -0.5454
C 4.2733 2.3761 -1.3041
C 4.9916 1.2064 -1.7024
C 4.3129 0.1070 -1.2060
C 3.7505 -1.3069 2.0600
C 4.4227 -2.4635 2.4027
C 3.9135 -3.5182 1.5751
C 2.9640 -2.9683 0.7386
C -2.4964 3.2958 -0.5989
C -3.7831 3.5039 -1.1101
C -4.2563 2.2327 -1.5193
C -3.2816 1.2807 -1.1861
C -3.2793 -2.9151 0.1878
C -4.5548 -3.0978 0.6968
C -4.4271 -3.2650 2.1223
C -3.0786 -3.1865 2.4223
H 1.4505 -1.8516 -1.6571
H 0.1305 -0.6937 -1.4778
H -0.9729 -2.5921 -1.0968
H 0.3910 -3.5342 -0.4188
H 2.4643 2.5528 -0.0418
H 4.5259 3.3983 -1.5551
H 5.9079 1.1938 -2.2741
H 4.5355 -0.9425 -1.2674
H 3.8194 -0.3127 2.4661
H 5.1925 -2.5747 3.1550
H 4.2089 -4.5566 1.5846
H 2.3311 -3.4092 -0.0087
H -1.8535 4.0016 -0.1006
H -4.2889 4.4553 -1.1803
H -5.1812 2.0206 -2.0282
H -3.3972 0.2035 -1.0848
H -2.9541 -2.7533 -0.8260
H -5.4682 -3.1259 0.1166
H -5.2321 -3.4214 2.8297
H -2.5666 -3.2664 3.3657
C -1.8500 0.4404 2.6776
C -1.0983 0.3514 3.8637
C -0.5086 -0.8558 4.3682
C -0.0834 -0.9356 5.6875
C -0.1377 0.1936 6.5170
C -0.6258 1.4133 6.0150
C -1.0182 1.5155 4.6928
H -1.8497 1.3769 2.1196
H -2.5823 -0.3317 2.4253
H -0.3982 -1.7208 3.7092
H 0.3074 -1.8750 6.0873
H 0.1595 0.1207 7.5617
H -0.6778 2.2906 6.6629
H -1.3658 2.4598 4.2723

Computed properties:
Kohn-Sham gap (spin up / spin down) = 4.8 / 4.7 eV
E_HOMO (spin up / spin down) = -0.189 / -0.191 Ha
molecular weight = 616.55 g mol⁻¹
calculated total energy = -3071.607694 Eh
multiplicity = 3
maximum force = 0.0756 Eh/bohr

Results of the Mulliken charge analysis, in e, for atoms 1 through 4:
1 Ti -0.704
2 C -0.113
3 C -0.418
4 C -0.870

No. 2
A molecular structure, C19H19N7O5SV at a distorted geometry. Source: OMol25; level of theory: the ωB97M-V functional and the def2-TZVPD basis.

Geometry (Å):
V 0.2112 -0.4659 -0.0262
C 1.1278 0.0174 3.9991
C 0.2775 -0.4410 2.8535
O 0.8018 -0.2803 1.6902
C -0.9639 -1.0019 3.0548
C -1.8002 -1.4963 1.9949
C -3.1452 -2.0785 2.3257
N -1.4075 -1.4586 0.7555
N -2.2348 -2.0458 -0.2104
C -1.7505 -1.7711 -1.3875
O -0.7049 -1.0293 -1.5585
C -2.3628 -2.4076 -2.5792
C -1.8101 -2.1533 -3.8299
C -2.3285 -2.7686 -4.9637
C -3.4086 -3.6360 -4.8595
C -3.9710 -3.8783 -3.6103
C -3.4494 -3.2714 -2.4773
H 2.1029 -0.4708 3.9461
H 0.6599 -0.2022 4.9594
H 1.2883 1.0948 3.9029
H -1.3304 -1.0848 4.0687
H -3.3189 -2.0612 3.4021
H -3.2157 -3.1015 1.9524
H -3.9254 -1.5045 1.8220
H -0.9758 -1.4612 -3.8900
H -1.8841 -2.5725 -5.9327
H -3.8125 -4.1162 -5.7439
H -4.8184 -4.5492 -3.5228
H -3.8696 -3.4560 -1.4971
N 1.0532 3.7287 -1.9294
C 1.0676 2.3489 -2.1732
S 0.3204 1.7577 -3.6161
N 1.7467 1.6837 -1.2942
N 1.6034 0.3388 -1.1222
C 2.5926 -0.4612 -1.5013
C 2.5180 -1.7784 -1.0389
C 3.4277 -2.8162 -1.3475
C 3.2820 -4.0490 -0.7791
C 2.2015 -4.2722 0.1196
C 1.3217 -3.2554 0.3513
N 1.4355 -2.0228 -0.2063
H 0.2542 4.1619 -2.3625
H 1.1251 3.9182 -0.9382
H 3.4136 -0.0858 -2.0962
H 4.2314 -2.6084 -2.0451
H 3.9758 -4.8496 -1.0105
H 2.0623 -5.2298 0.6046
H 0.4700 -3.3963 1.0078
O -1.8101 3.1932 0.9896
N -0.8867 2.3753 0.8860
O 0.2250 2.5913 1.3694
O -1.1172 1.3006 0.2260

Computed properties:
Kohn-Sham gap (spin up / spin down) = 4.9 / 4.7 eV
E_HOMO (spin up / spin down) = -0.006 / 0.001 Ha
molecular weight = 508.42 g mol⁻¹
calculated total energy = -2837.102887 Eh
multiplicity = 2
net charge = -2
maximum force = 0.0463 Eh/bohr

Results of the Mulliken charge analysis, in e, for atoms 1 through 4:
1 V -0.260
2 C -1.529
3 C 1.029
4 O -0.474

No. 3
A single C5H8O2 molecule at a distorted geometry. Source: OMol25; level of theory: the ωB97M-V functional and the def2-TZVPD basis.

Geometry (Å):
O -0.1692 -1.8569 2.0078
C -0.3817 -0.6626 2.0496
C -0.6172 0.2480 0.8571
C -0.0356 -0.2355 -0.4660
O -0.2850 -1.5969 -0.6765
C -0.0376 0.5388 -1.7208
C 1.2347 0.7467 -0.9812
H -0.4590 -0.1688 3.0389
H -0.1745 1.2139 1.0982
H -1.7105 0.4025 0.8416
H -0.3096 -2.0585 0.1849
H -0.5808 1.4510 -1.8749
H 0.0370 -0.1521 -2.5617
H 2.1891 0.4733 -1.4174
H 1.2999 1.6570 -0.3797

Computed properties:
Kohn-Sham gap = 9.6 eV
E_HOMO = -0.325 Ha
molecular weight = 100.12 g mol⁻¹
calculated total energy = -345.722074 Eh
multiplicity = 1
energy above the lowest of the compared OMol25 structures with the same formula, charge and spin = 2.255 eV
SMILES = O=CCC1(O)CC1
maximum force = 0.0354 Eh/bohr

Results of the Mulliken charge analysis, in e, for atoms 1 through 4:
1 O -0.540
2 C 0.199
3 C -0.844
4 C 0.793

No. 4
A single C4H10N2O molecule. Source: OMol25; level of theory: the ωB97M-V functional and the def2-TZVPD basis.

Geometry (Å):
C 2.0177 0.0968 0.2350
N 1.3469 -0.1592 -1.0405
C -0.0007 -0.2864 -1.0983
O -0.6568 -0.5786 -2.0801
N -0.5289 0.0053 0.1936
C -1.1999 -1.1154 0.7987
C -1.2145 1.2746 0.2123
H 1.5605 0.9172 0.7992
H 2.0038 -0.7795 0.8963
H 3.0458 0.3620 0.0149
H 1.8601 -0.3542 -1.8909
H -1.3652 -0.8885 1.8561
H -0.5381 -1.9882 0.7562
H -2.1498 -1.3701 0.3086
H -0.5534 2.0346 -0.2235
H -2.1582 1.2583 -0.3524
H -1.3990 1.5559 1.2533

Computed properties:
Kohn-Sham gap = 9.6 eV
E_HOMO = -0.320 Ha
molecular weight = 102.14 g mol⁻¹
calculated total energy = -343.153865 Eh
multiplicity = 1
energy above the lowest of the compared OMol25 structures with the same formula, charge and spin = 1.295 eV
SMILES = CNC(=O)N(C)C
maximum force = 0.0091 Eh/bohr

Results of the Mulliken charge analysis, in e, for atoms 1 through 4:
1 C -0.665
2 N -0.087
3 C 0.321
4 O -0.656

No. 5
A gas-phase ion, C4H11N2O2 (charge +1) at a distorted geometry. Source: OMol25; level of theory: the ωB97M-V functional and the def2-TZVPD basis.

Geometry (Å):
C -1.0066 1.5981 1.3973
N -0.8467 0.8006 0.1358
C -1.8325 -0.0067 -0.1000
O -1.9255 -0.7261 -1.1281
C 0.3040 0.7335 -0.6825
C 1.2054 -0.6200 -0.6358
N 0.1171 -1.7488 -0.5203
O 2.0342 -0.7032 0.4505
H -1.9655 2.1524 1.2508
H -0.7615 1.0142 2.2904
H -0.2419 2.4246 1.4537
H -2.6139 0.0866 0.6103
H 1.0195 1.5510 -0.5701
H -0.1208 0.7084 -1.6377
H 1.6623 -0.9073 -1.5586
H 0.5053 -2.6474 -0.9041
H -0.1583 -2.0673 0.4381
H -0.7839 -1.4691 -1.1355
H 2.8646 -1.0343 0.2017

Computed properties:
Kohn-Sham gap = 11.3 eV
E_HOMO = -0.528 Ha
molecular weight = 119.14 g mol⁻¹
calculated total energy = -418.723634 Eh
multiplicity = 1
energy above the lowest of the compared OMol25 structures with the same formula, charge and spin = 2.073 eV
net charge = +1
SMILES = CN(C=O)C[C@H]([NH3+])O
maximum force = 0.0667 Eh/bohr

Results of the Mulliken charge analysis, in e, for atoms 1 through 4:
1 C -0.940
2 N 0.120
3 C -0.001
4 O -0.655